The following is a DFT calculation (ωB97M-V/def2-TZVPD) of a gas-phase ion, C21H34ClN3O5P (charge +1).

```
65
Properties=species:S:1:pos:R:3:mulliken_charge:R:1
H 1.682 3.587 -2.274 0.310
N 2.237 3.519 -3.141 -0.665
C 1.699 2.594 -3.842 0.026
C 0.402 1.884 -3.246 -1.675
C 0.739 0.940 -2.051 0.665
C 0.159 1.282 -0.750 -0.966
N -0.699 2.429 -0.531 0.070
C -2.086 2.179 -1.077 -0.303
C -3.219 2.794 -0.170 -0.888
C -4.225 1.750 0.462 -0.125
C -4.712 0.621 -0.514 -1.038
C 0.498 0.409 0.393 0.591
C -0.154 0.809 1.754 -1.205
C -1.425 -0.137 1.897 0.097
O -1.945 -0.054 3.228 -0.329
C -3.269 -0.501 3.317 0.750
C -3.715 -1.987 3.145 -0.989
O -4.121 0.298 3.582 -0.466
N 1.329 -0.688 0.264 0.582
C 1.652 -1.496 1.479 -1.489
C 3.060 -1.009 2.073 0.814
C 3.909 -2.295 2.506 -1.353
C 2.914 -0.131 3.377 -1.625
C 1.888 -1.001 -0.971 -0.001
C 2.870 -2.230 -1.086 -0.686
C 1.995 -3.460 -1.548 0.524
O 2.469 -4.391 -2.092 -0.403
Cl 0.195 -3.483 -1.302 -0.151
C 1.629 -0.254 -2.184 1.071
P 2.307 -0.578 -3.887 0.028
O 2.860 -2.146 -4.059 -0.471
O 1.008 -0.484 -4.966 -0.500
H 2.092 2.328 -4.848 0.353
H -0.254 2.729 -2.906 0.405
H -0.193 1.363 -4.047 0.460
H -0.285 3.256 -0.962 0.489
H -2.170 2.663 -2.094 0.245
H -2.159 1.075 -1.234 0.394
H -2.694 3.293 0.695 0.308
H -3.823 3.592 -0.677 0.373
H -5.141 2.335 0.763 0.431
H -3.788 1.371 1.418 -0.046
H -3.861 -0.089 -0.739 0.178
H -5.110 0.990 -1.490 0.339
H -5.474 -0.015 0.020 0.355
H -0.422 1.887 1.808 0.500
H 0.506 0.590 2.629 0.029
H -2.166 0.081 1.086 0.004
H -1.099 -1.209 1.732 0.308
H -4.608 -2.147 3.803 0.353
H -2.926 -2.738 3.393 0.341
H -4.072 -2.164 2.096 0.235
H 0.835 -1.489 2.233 0.498
H 1.814 -2.578 1.217 0.510
H 3.630 -0.413 1.305 0.346
H 3.572 -2.550 3.550 0.397
H 4.974 -1.964 2.609 0.357
H 3.776 -3.159 1.811 0.416
H 3.951 0.019 3.783 0.434
H 2.452 0.869 3.202 0.347
H 2.376 -0.755 4.137 0.416
H 3.703 -2.018 -1.805 0.451
H 3.360 -2.480 -0.116 -0.206
H 3.783 -2.047 -4.367 0.397
H 1.319 -0.008 -5.755 0.383
```

Values from the calculation:
Structure (SMILES): [H]/N=C\Cc1c(NCCCC)c(CCOC(C)=O)[n+](CC(C)C)c(CC(=O)Cl)c1P(O)O
Net charge: +1
DFT total energy in eV: -58839.0285
F_max in eV/Å: 3.542
Kohn-Sham gap in eV: 7.7796
2S+1: 1


The following is a DFT calculation (ωB97M-V/def2-TZVPD) of C6H10O in the gas phase.

```
17
Properties=species:S:1:pos:R:3:mulliken_charge:R:1
C -3.035 0.503 -0.002 -0.913
C -1.822 0.034 -0.032 -0.110
C -0.661 -0.515 -0.289 0.476
O -0.732 -1.804 -0.761 -0.538
C 0.591 0.038 0.348 0.909
C 1.804 -0.893 0.355 -1.806
C 0.986 1.398 -0.237 -1.317
H -3.881 -0.174 -0.063 0.253
H -3.225 1.569 0.020 0.252
H 0.122 -2.247 -0.660 0.347
H 0.211 0.234 1.397 0.167
H 2.667 -0.410 0.825 0.397
H 2.098 -1.168 -0.665 0.409
H 1.596 -1.813 0.910 0.426
H 0.151 2.107 -0.216 0.351
H 1.328 1.299 -1.273 0.344
H 1.803 1.843 0.343 0.353
```

Values from the calculation:
Structure (SMILES): C=C=C(O)C(C)C
Net charge: 0
DFT total energy in eV: -8427.7711
F_max in eV/Å: 1.920
Energy above the lowest of the compared OMol25 structures with the same formula, charge and spin in kcal per mole: 80.0
Kohn-Sham gap (alpha / beta) in eV: 7.5340 / 7.6567
2S+1: 1


The following is a DFT calculation (ωB97M-V/def2-TZVPD) of 15 unconnected molecules or ions with the total composition C33H42BrCl43N4O7P2S2.

```
134
Properties=species:S:1:pos:R:3:mulliken_charge:R:1
C 4.818 -4.327 0.569 -1.003
C 3.566 -4.404 -0.376 -0.386
C 2.931 -2.978 -0.604 0.396
O 1.520 -3.107 -0.657 -0.322
C 0.671 -2.010 -0.348 0.638
C 1.277 -0.627 -0.061 -1.177
C 2.261 0.059 -1.066 0.178
C 3.487 0.621 -0.246 -1.610
O 1.609 1.200 -1.672 -0.166
C -0.360 -2.039 -1.571 1.325
Cl 0.641 -1.717 -3.088 -0.265
C -1.444 -0.908 -1.518 -1.619
C -1.435 0.103 -2.717 -0.747
S -2.857 1.265 -2.388 -0.065
C -4.227 0.464 -3.165 0.517
N -5.246 -0.178 -2.582 -0.062
N -6.114 -0.618 -3.493 -0.532
C -5.652 -0.264 -4.701 -0.018
O -4.504 0.391 -4.500 -0.294
C -0.929 -3.474 -1.855 0.114
C -2.187 -3.487 -2.806 -0.148
C -3.411 -3.914 -2.234 -0.253
C -4.556 -3.931 -3.103 -0.848
C -4.280 -3.509 -4.430 0.018
C -3.001 -3.137 -4.895 -0.084
N -1.943 -3.128 -4.066 -0.348
O -1.198 -4.291 -0.694 -0.458
S -1.587 -3.484 0.635 1.419
O -2.772 -2.669 0.559 -0.578
O -1.751 -4.479 1.671 -0.755
C -0.074 -2.496 1.016 -0.392
P 0.940 -3.721 2.039 0.483
N 2.381 -3.265 2.497 -0.420
P -0.704 -1.120 2.154 0.352
O -1.850 -1.787 3.174 -0.111
Br 0.909 -0.459 3.615 -0.117
H 4.836 -3.401 1.175 0.113
H 4.831 -5.163 1.299 0.276
H 5.761 -4.416 -0.012 0.344
H 2.810 -5.099 0.029 0.140
H 3.914 -4.775 -1.362 0.541
H 3.307 -2.652 -1.604 0.376
H 3.370 -2.317 0.161 -0.505
H 0.516 0.164 0.112 0.092
H 1.829 -0.685 0.905 0.594
H 2.697 -0.601 -1.831 0.315
H 3.118 0.982 0.737 0.336
H 4.133 -0.255 -0.015 0.273
H 4.054 1.379 -0.810 0.492
H 2.034 1.996 -1.316 0.039
H -1.385 -0.273 -0.606 0.359
H -2.484 -1.298 -1.487 0.541
H -1.684 -0.365 -3.684 0.349
H -0.547 0.755 -2.746 0.383
H -6.147 -0.463 -5.651 0.413
H -0.148 -4.014 -2.427 0.700
H -3.573 -4.236 -1.203 0.292
H -5.552 -4.237 -2.766 0.419
H -5.124 -3.473 -5.142 0.378
H -2.893 -2.828 -5.955 -0.001
H 0.966 -4.926 1.276 -0.008
H 0.170 -3.978 3.209 -0.144
H 2.557 -2.336 2.117 0.029
H -2.166 -1.007 3.670 0.430
C -3.656 3.176 1.335 -0.245
Cl -2.612 1.898 1.978 0.001
Cl -2.702 4.576 0.839 -0.077
Cl -4.602 2.570 -0.015 -0.056
H -4.337 3.491 2.118 0.313
C -3.979 8.245 -0.732 0.216
Cl -4.823 7.846 -2.234 -0.092
Cl -4.937 7.774 0.683 -0.143
Cl -2.400 7.456 -0.693 -0.129
H -3.826 9.316 -0.695 0.176
C 0.628 2.783 5.897 -0.138
Cl -0.274 2.477 4.410 -0.003
Cl -0.332 2.332 7.310 -0.127
Cl 2.169 1.916 5.891 -0.109
H 0.838 3.845 5.954 0.354
C -8.645 9.869 -0.895 -0.062
Cl -9.642 10.523 0.408 -0.129
Cl -8.175 11.151 -2.021 -0.117
Cl -7.218 9.054 -0.243 0.003
H -9.234 9.141 -1.440 0.294
C -2.931 -3.428 5.247 0.305
Cl -1.596 -4.580 5.315 -0.020
Cl -4.341 -4.055 6.107 -0.153
Cl -2.443 -1.862 5.916 -0.160
H -3.201 -3.284 4.206 0.032
C 2.463 5.206 -2.248 0.076
Cl 3.574 4.004 -1.574 -0.137
Cl 3.349 6.632 -2.800 -0.134
Cl 1.523 4.508 -3.565 -0.101
H 1.779 5.512 -1.465 0.268
C 7.110 7.464 -2.215 0.347
Cl 7.279 8.853 -1.138 -0.123
Cl 8.372 7.478 -3.451 -0.125
Cl 7.151 5.956 -1.299 -0.119
H 6.149 7.533 -2.711 0.012
C 5.395 -3.262 5.209 -0.209
Cl 4.219 -1.953 5.085 -0.055
Cl 4.556 -4.806 5.349 -0.088
Cl 6.486 -3.272 3.819 -0.068
H 5.987 -3.104 6.103 0.392
C 0.811 -7.517 6.759 -0.018
Cl 0.545 -6.259 7.969 -0.118
Cl 0.148 -7.033 5.192 -0.077
Cl 2.533 -7.867 6.591 -0.117
H 0.303 -8.416 7.085 0.340
C 10.681 -3.594 3.611 -0.139
Cl 9.794 -3.823 2.101 -0.068
Cl 9.699 -4.092 4.999 -0.105
Cl 12.216 -4.467 3.572 -0.083
H 10.899 -2.538 3.718 0.366
C -2.524 -1.525 -9.241 -0.028
Cl -0.959 -0.816 -8.842 -0.113
Cl -3.341 -2.088 -7.775 -0.089
Cl -3.533 -0.365 -10.110 -0.127
H -2.357 -2.380 -9.885 0.313
C -8.398 3.743 0.662 -0.014
Cl -7.132 3.218 1.774 -0.119
Cl -9.842 4.241 1.548 -0.133
Cl -7.814 5.056 -0.366 -0.070
H -8.661 2.904 0.027 0.323
C -4.312 12.833 -2.855 0.018
Cl -4.285 11.168 -2.264 -0.056
Cl -3.410 13.895 -1.771 -0.129
Cl -3.664 12.920 -4.495 -0.119
H -5.343 13.167 -2.878 0.251
C 10.091 -8.177 2.430 -0.027
Cl 9.873 -6.950 3.680 -0.036
Cl 9.286 -7.691 0.934 -0.121
Cl 11.809 -8.477 2.143 -0.131
H 9.638 -9.099 2.774 0.327
```

Values from the calculation:
Net charge: 0
DFT total energy in eV: -703943.9759
F_max in eV/Å: 3.915
Kohn-Sham gap in eV: 8.5069
2S+1: 1


The following is a DFT calculation (ωB97M-V/def2-TZVPD) of a molecular structure, C29H37BBaN10O3.

```
81
Properties=species:S:1:pos:R:3:mulliken_charge:R:1
Ba 0.333 0.215 -0.100 1.525
C -0.984 -2.070 4.194 -1.162
C -0.264 -1.968 2.998 -0.636
N -0.307 -0.728 2.520 0.335
N -1.045 -0.010 3.392 -0.027
C -1.462 -0.795 4.403 -0.213
B -1.361 1.494 3.212 0.160
N -0.071 2.324 3.005 -0.313
C 0.432 3.219 3.876 -0.225
C 1.555 3.788 3.314 -1.329
C 1.662 3.155 2.071 -0.548
N 0.681 2.276 1.890 0.533
N -2.351 1.739 2.057 -0.082
C -3.597 2.242 2.144 -0.356
C -4.145 2.264 0.880 -1.198
C -3.137 1.740 0.060 -0.531
N -2.062 1.429 0.778 0.572
H -1.136 -2.936 4.814 0.418
H 0.283 -2.733 2.468 0.543
H -2.064 -0.380 5.194 0.467
H -1.890 1.870 4.231 -0.191
H -0.055 3.387 4.822 0.477
H 2.191 4.548 3.734 0.417
H 2.401 3.311 1.298 0.602
H -3.995 2.549 3.097 0.459
H -5.124 2.606 0.594 0.415
H -3.128 1.561 -1.006 0.468
C 1.970 -0.737 -5.273 -0.872
N 2.021 -1.393 -3.975 0.145
C 1.465 -2.737 -3.925 -1.078
C 2.215 -0.727 -2.828 1.184
O 2.092 -1.234 -1.715 -0.797
C 2.611 0.752 -2.937 -1.344
O 2.581 1.369 -1.664 -0.183
C 3.821 1.639 -1.057 -0.976
C 3.840 1.105 0.376 0.567
O 2.957 0.365 0.776 -0.589
N 4.873 1.496 1.155 0.161
C 5.899 2.428 0.729 -0.972
C 4.861 1.154 2.570 -1.070
H 2.244 -1.465 -6.036 0.329
H 2.679 0.084 -5.333 0.295
H 0.964 -0.363 -5.481 0.253
H 2.016 -3.385 -4.607 0.346
H 0.413 -2.712 -4.216 0.363
H 1.546 -3.116 -2.912 0.271
H 1.893 1.270 -3.572 0.437
H 3.602 0.839 -3.394 0.568
H 3.986 2.721 -1.052 0.498
H 4.645 1.179 -1.612 0.509
H 6.099 2.350 -0.336 0.368
H 6.823 2.188 1.254 0.310
H 5.632 3.463 0.966 0.304
H 4.073 0.431 2.754 0.256
H 4.671 2.045 3.173 0.373
H 5.825 0.729 2.854 0.361
C -1.801 -3.106 -0.284 -1.984
N -1.385 -1.901 -0.994 0.801
C -1.732 -1.816 -2.223 -0.672
C -1.446 -0.703 -3.090 -0.186
C -1.903 -0.544 -4.404 -0.645
C -1.465 0.717 -4.821 -1.164
C -0.753 1.245 -3.738 -0.735
N -0.732 0.400 -2.688 0.636
C -3.076 -2.925 0.515 0.539
C -3.328 -1.747 1.211 0.745
C -4.487 -1.605 1.959 -0.559
C -5.409 -2.642 2.026 -0.659
C -5.165 -3.819 1.334 -0.576
C -4.007 -3.955 0.581 -0.679
H -0.996 -3.392 0.399 0.288
H -1.944 -3.943 -0.979 0.436
H -2.302 -2.632 -2.687 0.359
H -2.505 -1.247 -4.962 0.491
H -1.650 1.199 -5.769 0.443
H -0.281 2.218 -3.672 0.542
H -2.623 -0.929 1.161 0.401
H -4.669 -0.676 2.486 0.460
H -6.314 -2.529 2.609 0.392
H -5.881 -4.631 1.371 0.369
H -3.825 -4.873 0.033 0.357
```

Values from the calculation:
Net charge: 0
DFT total energy in eV: -53092.3902
F_max in eV/Å: 0.238
Energy above the lowest of the compared OMol25 structures with the same formula, charge and spin in kcal per mole: 5.6
Kohn-Sham gap in eV: 7.1415
2S+1: 1